(1)
{"formula": "C5H8N2", "method": "ωB97M-V/def2-TZVPD", "gap_ev": [7.64, 7.64], "homo_ev": [-7.192, -7.191], "de_lowest_ev": 4.598, "spin_multiplicity": 1, "e_tot_ev": -8290.3985, "max_force_ha_per_bohr": 0.00966, "elements": ["C", "N", "C", "C", "C", "N", "C", "H", "H", "H", "H", "H", "H", "H", "H"], "positions_angstrom": [[2.38645, 0.23813, -0.00087], [0.95968, 0.18312, 0.27784], [0.58495, -1.17412, 0.16944], [-0.84706, -1.16091, -0.03869], [-1.26162, 0.15339, 0.04120], [-2.56751, 0.65048, -0.01401], [-0.10123, 0.96864, 0.22176], [1.76782, -1.27316, -0.39225], [2.53392, 0.50830, -1.04884], [2.90088, 0.95522, 0.64731], [0.93784, -1.74933, 1.03096], [-1.47708, -2.03939, -0.11681], [-3.20852, 0.00165, -0.45208], [-2.63570, 1.56091, -0.45046], [-0.01826, 2.04802, 0.15151]], "atomic_forces_ev_per_a": [[0.138, 0.476, 0.035], [-0.254, -0.028, -0.029], [-0.030, 0.093, 0.030], [-0.014, 0.067, -0.010], [0.198, -0.207, 0.000], [-0.030, -0.008, -0.128], [0.137, -0.084, -0.016], [-0.136, -0.067, 0.102], [-0.039, -0.171, 0.041], [-0.033, -0.107, -0.074], [-0.021, 0.031, -0.109], [0.066, 0.184, -0.009], [0.041, 0.130, 0.064], [-0.024, -0.111, 0.071], [0.002, -0.198, 0.032]], "mulliken_charge": [-0.960, 0.189, -0.476, -0.618, 0.839, -0.560, -0.777, 0.359, 0.280, 0.257, 0.293, 0.340, 0.250, 0.243, 0.341]}

=====

(2)
{"formula": "C24H32N2O2", "method": "ωB97M-V/def2-TZVPD", "gap_ev": 8.66, "smiles": "C=CCOc1ccccc1CN1CCN(CCc2ccccc2)[C@@H](CCO)C1", "homo_ev": -7.821, "de_lowest_ev": 3.390, "spin_multiplicity": 1, "e_tot_ev": -32481.5072, "max_force_ha_per_bohr": 0.01185, "elements": ["C", "C", "C", "O", "C", "C", "C", "C", "C", "C", "C", "N", "C", "C", "N", "C", "C", "C", "C", "C", "C", "C", "C", "C", "C", "C", "O", "C", "H", "H", "H", "H", "H", "H", "H", "H", "H", "H", "H", "H", "H", "H", "H", "H", "H", "H", "H", "H", "H", "H", "H", "H", "H", "H", "H", "H", "H", "H", "H", "H"], "positions_angstrom": [[-1.82082, -4.27530, 0.80953], [-2.53065, -3.52167, -0.00857], [-3.43223, -2.41347, 0.44269], [-3.05337, -1.21773, -0.21758], [-3.84533, -0.11791, -0.06403], [-4.99334, -0.08629, 0.71925], [-5.75866, 1.06603, 0.79942], [-5.39186, 2.19876, 0.10150], [-4.24040, 2.17452, -0.66845], [-3.45791, 1.03732, -0.76265], [-2.18429, 1.03713, -1.56059], [-1.03855, 0.96714, -0.67067], [-0.85656, 2.15846, 0.13276], [0.22531, 1.88444, 1.18627], [1.47627, 1.40894, 0.63032], [2.37586, 2.43337, 0.13369], [3.77453, 2.26682, 0.76416], [4.37316, 0.94429, 0.39161], [4.26696, -0.14615, 1.24512], [4.75563, -1.38524, 0.87178], [5.36364, -1.55003, -0.36094], [5.48517, -0.46705, -1.21504], [4.99269, 0.77012, -0.84041], [1.25713, 0.30238, -0.29564], [0.83942, -0.95167, 0.48233], [0.96764, -2.24148, -0.32535], [0.03932, -2.34074, -1.37743], [0.20238, 0.66312, -1.35132], [-1.20162, -5.07553, 0.44356], [-1.83610, -4.12850, 1.87746], [-2.50346, -3.68004, -1.07741], [-4.46911, -2.67368, 0.17801], [-3.36664, -2.28449, 1.53195], [-5.30611, -0.95344, 1.27943], [-6.64678, 1.06762, 1.41387], [-5.98934, 3.09569, 0.15870], [-3.94049, 3.05938, -1.21197], [-2.15626, 0.14695, -2.19526], [-2.15178, 1.93144, -2.20965], [-0.56056, 3.02390, -0.49395], [-1.79689, 2.40293, 0.63224], [-0.14766, 1.11782, 1.87033], [0.41620, 2.78865, 1.76823], [2.47639, 2.39660, -0.95869], [1.99707, 3.42475, 0.39815], [4.41083, 3.08293, 0.41500], [3.67324, 2.33674, 1.84749], [3.78981, -0.01883, 2.20552], [4.66118, -2.22657, 1.54326], [5.74381, -2.51746, -0.65479], [5.96313, -0.58780, -2.17665], [5.08732, 1.61186, -1.51282], [2.20850, 0.09529, -0.79426], [-0.20086, -0.84456, 0.79454], [1.47189, -1.02790, 1.36687], [0.84063, -3.09768, 0.35676], [1.95711, -2.31301, -0.78540], [-0.82785, -2.09347, -1.02617], [0.55551, 1.52404, -1.95254], [0.05774, -0.18172, -2.02354]], "atomic_forces_ev_per_a": [[0.015, -0.052, 0.025], [-0.208, 0.378, 0.032], [-0.252, -0.308, 0.224], [0.097, 0.035, -0.143], [-0.125, 0.295, -0.037], [0.140, -0.356, 0.065], [-0.016, 0.154, -0.048], [-0.150, 0.065, 0.091], [0.008, -0.155, -0.016], [0.064, -0.101, -0.112], [0.050, -0.071, 0.092], [-0.032, 0.141, -0.162], [0.105, 0.018, 0.331], [-0.295, 0.138, -0.052], [0.041, 0.088, 0.051], [0.305, 0.058, 0.231], [-0.258, 0.104, -0.267], [0.123, 0.068, 0.121], [0.021, 0.060, 0.004], [0.001, -0.117, 0.022], [0.021, -0.128, -0.034], [0.025, -0.011, -0.122], [-0.003, 0.011, 0.032], [-0.109, -0.354, -0.113], [0.221, -0.136, -0.442], [0.186, 0.003, 0.559], [-0.439, 0.011, -0.422], [0.267, -0.059, -0.071], [0.112, -0.155, -0.122], [-0.035, 0.100, 0.213], [0.057, -0.103, -0.162], [0.114, 0.117, 0.080], [-0.054, -0.006, -0.122], [0.009, -0.089, 0.019], [-0.068, -0.007, 0.047], [-0.054, 0.077, 0.012], [0.073, 0.070, -0.063], [0.034, 0.095, -0.061], [-0.021, -0.089, 0.009], [-0.052, -0.021, -0.009], [0.060, 0.059, 0.003], [-0.098, 0.091, 0.044], [-0.008, -0.051, 0.032], [-0.060, 0.069, 0.006], [-0.033, -0.020, -0.093], [0.077, 0.031, 0.046], [0.010, 0.064, 0.016], [-0.066, 0.027, 0.098], [-0.006, -0.068, 0.061], [0.034, -0.074, -0.017], [0.039, -0.009, -0.067], [0.008, 0.097, -0.064], [-0.054, 0.001, 0.011], [-0.024, -0.056, 0.144], [0.004, -0.005, 0.079], [0.123, 0.079, -0.055], [-0.001, -0.028, 0.075], [0.106, -0.042, -0.035], [-0.033, -0.014, 0.028], [0.000, 0.082, 0.009]], "mulliken_charge": [-0.893, -0.235, -0.686, -0.110, 0.540, -0.606, -0.740, -0.741, -0.298, 0.621, -1.421, 1.083, -0.495, -1.369, 0.393, -0.616, -1.552, 0.442, -0.160, -0.639, -0.426, -0.626, -0.060, 0.592, -0.870, -0.630, -0.574, -2.208, 0.320, 0.282, 0.308, 0.517, 0.466, 0.420, 0.390, 0.387, 0.371, 0.359, 0.431, 0.267, 0.487, 0.364, 0.606, 0.259, 0.548, 0.520, 0.332, 0.320, 0.402, 0.394, 0.389, 0.407, 0.430, 0.045, 0.380, 0.217, 0.440, 0.193, 0.249, 0.784]}

=====

(3)
{"formula": "C7H7N3O3", "method": "ωB97M-V/def2-TZVPD", "gap_ev": 8.80, "smiles": "O=c1nccccc[nH][nH]1.O=C=O", "homo_ev": -9.060, "de_lowest_ev": 2.410, "spin_multiplicity": 1, "e_tot_ev": -17981.9365, "max_force_ha_per_bohr": 0.07551, "elements": ["O", "C", "N", "C", "C", "C", "C", "C", "N", "N", "H", "H", "H", "H", "H", "H", "H", "O", "C", "O"], "positions_angstrom": [[2.36790, 2.34231, -0.24129], [1.38202, 1.70585, -0.44151], [1.00699, 0.75550, -1.25989], [-0.19474, 0.29780, -1.46718], [-0.57710, -1.11571, -1.33078], [-1.11452, -1.76059, -0.29558], [-1.33979, -1.10906, 0.99452], [-1.12355, 0.19487, 1.27621], [-0.90886, 1.12660, 0.23831], [0.05385, 2.14913, 0.30447], [-0.76157, 0.68790, -2.31202], [-0.35972, -1.68966, -2.14939], [-1.41040, -2.82823, -0.39327], [-1.66975, -1.70685, 1.75503], [-0.87013, 0.64516, 2.22393], [-1.85526, 1.45955, -0.09985], [0.47280, 2.31685, 1.14060], [2.34251, -0.42608, 1.56715], [2.34117, -1.17856, 0.69989], [2.21818, -1.86678, -0.20935]], "atomic_forces_ev_per_a": [[0.706, 0.090, 0.446], [-2.769, 0.235, -1.123], [1.069, -0.860, -0.388], [0.611, 0.190, 0.510], [-0.227, -0.217, 2.016], [-0.796, 0.289, -0.207], [0.591, 2.233, -1.041], [1.071, -0.963, -0.109], [-1.527, 1.331, -1.823], [-0.448, -1.213, -3.394], [-0.466, 0.899, 0.161], [0.584, -1.278, -2.245], [0.420, 0.935, 0.102], [-0.408, -1.515, 2.078], [-0.700, -0.458, 0.651], [1.709, 0.004, 0.510], [0.493, 0.399, 3.831], [0.420, 0.611, 1.290], [-0.783, 0.515, -0.493], [0.450, -1.225, -0.774]], "mulliken_charge": [-0.599, 0.464, -0.404, 0.284, -0.777, -0.125, -0.524, -0.357, 0.083, -0.659, 0.287, 0.459, 0.316, 0.508, 0.406, 0.354, 0.264, -0.385, 0.773, -0.366]}